C52H64Br4Cl5O3P3SSiSr as an isolated structure, computed with wB97M-V/def2-TZVPD.

Geometry as XYZ:
```
134
Properties=species:S:1:pos:R:3:mulliken_charge:R:1
Sr -0.78 -0.75 1.17 1.706
C 4.86 1.22 1.74 -1.819
C 3.86 0.57 2.70 2.065
C 4.45 0.56 4.11 -1.656
P 2.04 1.16 2.57 1.407
C 1.71 1.83 4.28 0.586
C 0.67 2.95 4.25 -1.609
C 1.19 0.66 5.13 -1.359
C 2.23 2.72 1.58 0.153
C 3.01 3.75 2.14 -0.257
C 3.31 4.90 1.44 -0.957
C 2.83 5.02 0.13 -1.114
C 2.03 4.03 -0.41 0.706
C 1.67 2.85 0.29 -0.882
Si 0.29 1.60 -0.47 0.009
C 1.20 1.29 -2.21 0.138
C 1.36 2.36 -3.12 -0.024
C 2.14 2.28 -4.26 -0.945
C 2.80 1.09 -4.56 -1.314
C 2.61 -0.01 -3.73 -0.843
C 1.80 0.06 -2.58 0.718
P 1.46 -1.47 -1.59 1.389
C 0.79 -2.68 -2.85 1.102
C 1.38 -2.80 -4.26 -1.749
C 0.74 -4.06 -2.19 -0.977
C 3.19 -2.06 -1.18 1.330
C 3.85 -0.91 -0.41 -1.965
C 4.16 -2.63 -2.21 -1.923
C -1.01 2.94 -1.10 0.182
C -1.04 4.22 -0.51 -0.329
C -1.97 5.20 -0.84 -1.062
C -2.94 4.93 -1.79 -0.981
C -2.99 3.67 -2.37 0.065
C -2.06 2.67 -2.05 -0.255
P -2.26 0.99 -2.81 1.290
C -1.72 1.32 -4.59 1.216
C -2.68 2.07 -5.50 -1.760
C -1.26 0.01 -5.25 -1.551
C -4.10 0.90 -3.08 0.485
C -4.44 -0.52 -3.57 -1.527
C -4.92 1.21 -1.81 -1.412
H 5.78 0.61 1.69 0.457
H 5.15 2.22 2.08 0.526
H 4.47 1.33 0.73 0.136
H 3.77 -0.47 2.39 -1.099
H 4.65 1.58 4.47 0.280
H 5.41 0.02 4.10 0.472
H 3.80 0.06 4.84 0.367
H 2.64 2.21 4.72 0.534
H -0.18 2.67 3.62 0.069
H 1.07 3.89 3.86 0.301
H 0.28 3.14 5.26 0.507
H 0.21 0.35 4.76 -0.073
H 1.09 0.95 6.18 0.529
H 1.85 -0.22 5.08 0.176
H 3.40 3.64 3.15 0.404
H 3.91 5.68 1.89 0.347
H 3.07 5.91 -0.46 0.376
H 1.65 4.19 -1.41 0.275
H 0.83 3.29 -2.93 0.262
H 2.23 3.13 -4.93 0.374
H 3.43 1.01 -5.44 0.317
H 3.09 -0.94 -4.00 0.544
H -0.24 -2.33 -2.95 -0.093
H 2.41 -3.17 -4.25 0.226
H 1.35 -1.86 -4.81 0.358
H 0.77 -3.53 -4.82 0.495
H 1.76 -4.43 -1.96 0.113
H 0.26 -4.78 -2.86 0.506
H 0.16 -4.03 -1.27 -0.099
H 2.98 -2.86 -0.47 -0.420
H 4.11 -0.10 -1.09 0.586
H 4.76 -1.24 0.11 0.758
H 3.16 -0.50 0.34 -0.133
H 4.47 -1.89 -2.95 0.290
H 3.74 -3.49 -2.74 0.343
H 5.06 -2.97 -1.69 0.487
H -0.31 4.46 0.25 0.515
H -1.93 6.17 -0.35 0.354
H -3.68 5.68 -2.05 0.364
H -3.80 3.45 -3.05 0.149
H -0.84 1.94 -4.45 -0.198
H -3.58 1.47 -5.72 0.263
H -2.19 2.28 -6.46 0.481
H -3.00 3.03 -5.08 0.353
H -2.11 -0.65 -5.46 0.227
H -0.57 -0.53 -4.60 0.262
H -0.74 0.21 -6.20 0.421
H -4.38 1.61 -3.85 0.467
H -4.11 -1.26 -2.84 0.093
H -3.96 -0.75 -4.53 0.335
H -5.52 -0.63 -3.70 0.452
H -5.00 0.32 -1.20 0.187
H -5.93 1.53 -2.08 0.378
H -4.48 1.98 -1.18 0.296
Br -5.86 -5.60 -0.37 -0.249
C -4.91 -4.04 0.14 -0.131
C -5.54 -3.03 0.86 0.319
Br -7.35 -3.20 1.40 -0.226
C -4.82 -1.85 1.17 0.312
Br -5.63 -0.42 2.10 -0.166
C -3.47 -1.65 0.77 -1.127
O -2.86 -0.51 0.90 -0.330
C -2.77 -2.76 0.15 -0.410
O -1.47 -2.63 -0.08 -0.233
C -3.54 -3.88 -0.20 0.477
Br -2.65 -5.15 -1.31 -0.190
Cl -2.44 2.58 2.01 -0.112
C -2.65 1.64 3.49 -0.453
C -2.09 0.38 3.53 0.354
C -2.38 -0.33 4.67 0.220
Cl -1.73 -1.99 4.81 -0.302
C -3.13 0.16 5.75 -0.281
Cl -3.46 -0.81 7.16 -0.241
C -3.61 1.47 5.68 0.394
Cl -4.47 2.16 7.02 -0.252
C -3.36 2.22 4.53 -0.222
Cl -3.94 3.86 4.43 -0.240
C 3.24 -3.29 2.48 -0.689
C 2.10 -4.22 2.06 -1.139
S 0.65 -3.25 1.41 1.096
O 0.79 -1.92 2.13 -0.885
C -0.55 -4.18 2.38 -0.206
C -0.65 -5.64 1.94 -1.364
H 3.96 -3.84 3.10 0.477
H 2.84 -2.46 3.07 -0.021
H 3.77 -2.86 1.63 -0.008
H 1.75 -4.80 2.92 0.757
H 2.38 -4.90 1.26 0.289
H -1.51 -3.68 2.23 -0.106
H -0.25 -4.04 3.42 0.710
H -0.81 -5.71 0.86 0.234
H -1.50 -6.12 2.43 0.429
H 0.26 -6.21 2.19 0.340
```

Summary:
* charge: -2
* max |F|: 3.66 eV/A
* LUMO energy: 3.57 eV
* calculated total energy: -451305.6220 eV
* Kohn-Sham gap: 5.55 eV